1.
Molecular formula: C24H26Br30O2
Method: DFT, ωB97M-V with the def2-TZVPD basis set

```
82
Properties=species:S:1:pos:R:3:lowdin_charge:R:1
C 0.3981 0.6584 -0.3859 -0.17
Br -5.1177 -7.3133 4.8152 0.53
H -4.4481 -0.7804 1.4384 0.12
H -2.1723 0.6043 3.2250 0.11
O -1.6846 -1.9610 -0.2807 0.00
Br 4.0293 7.5787 -6.2358 0.55
Br -1.0736 -2.5280 -3.6587 0.56
Br -0.0444 3.9575 -2.8351 0.58
C -1.0801 -1.5162 0.7612 -0.17
C 3.5681 6.1968 -7.5182 -1.58
H 12.2944 0.5420 -8.8250 -0.03
Br 5.4795 2.2935 -4.6863 0.54
H -5.8765 -7.4120 2.4471 -0.02
O 2.0200 -2.8859 2.9137 0.02
Br -8.0693 -7.6770 3.5941 0.57
C -3.6134 -4.5484 7.6861 -1.58
H -1.5336 -3.1129 5.0185 0.01
Br -5.1585 5.3615 6.7428 0.59
H 0.8568 2.8906 -0.1660 0.00
C 1.3300 -0.8134 1.5790 0.05
Br 8.3290 3.0254 -5.9824 0.54
H -4.9826 2.9509 5.6265 -0.03
C 1.0923 1.9014 0.4128 -0.24
H -2.6660 -3.6502 -2.1116 -0.04
Br 1.6239 6.6152 -3.5353 0.55
Br 2.9540 2.3109 3.0930 0.63
C -2.4823 -3.7727 -3.1800 -1.60
C -4.1877 1.5509 3.7789 -0.11
Br -3.9123 -6.0060 -8.3995 0.55
Br 2.9152 4.3601 -1.6425 0.58
Br 2.1399 6.7606 -8.7055 0.57
C -0.5733 -2.5472 4.7464 -0.08
H 2.2423 1.7378 0.5203 0.03
Br -2.6100 5.6248 4.8001 0.55
C 0.2318 -0.5461 0.6729 -0.09
Br -1.7062 -8.2583 -7.7674 0.55
Br 10.3135 0.1137 -7.3804 0.54
H 1.1379 0.2989 -1.1981 0.12
C 6.7399 1.9198 -6.1151 -1.60
C -0.4244 -2.1678 3.1922 -0.09
Br -1.9408 -5.6166 -3.4554 0.57
Br 3.1588 4.5112 -6.6461 0.55
Br -1.9436 -3.6129 8.0094 0.59
H -2.4291 -6.2931 -6.4212 -0.08
H -3.5182 -2.9098 2.1808 0.12
H -0.3930 -1.6045 5.4093 0.10
C -3.3873 6.1215 6.5078 -1.60
C -1.5205 -1.9073 2.2831 -0.07
H 0.6981 1.9750 1.4985 0.00
Br -2.2128 5.6847 7.9901 0.56
C -3.2285 0.6871 2.7802 -0.18
H 2.3167 -0.2322 1.6076 0.09
Br 3.7986 5.4060 2.8672 0.57
H -4.8579 -0.7868 3.2388 0.11
C 11.7880 1.1616 -8.0843 -1.61
Br 11.1665 2.7535 -9.0050 0.55
Br 13.0923 1.5849 -6.7106 0.56
H 7.0608 0.8845 -5.9943 -0.03
Br -6.3750 -5.0233 2.9405 0.54
H 2.1373 4.2262 -4.0030 -0.09
C -4.8079 2.2387 4.7260 0.04
Br 5.9105 2.0556 -7.8650 0.55
H 0.3092 -3.2660 5.0056 0.09
C 1.7169 4.7207 -3.1266 -1.59
H -3.5040 7.2056 6.5020 -0.03
H -3.2585 1.2771 1.7734 0.12
C -2.2469 -6.4147 -7.4898 -1.62
Br -4.2986 -4.2026 5.9030 0.53
Br 0.7286 4.5460 2.4451 0.60
C -3.9585 -0.7305 2.4969 -0.20
C 1.1007 -2.0553 2.6143 -0.23
H -0.6335 0.9566 -0.8152 0.11
H -3.1538 -2.2935 3.8948 0.06
Br -4.1466 -3.3658 -4.0927 0.56
C 2.3987 4.1540 3.3568 -1.55
H 2.2160 4.2813 4.4243 -0.02
H 4.4501 6.0294 -8.1373 -0.02
H -3.3972 -5.6158 7.7434 -0.02
Br -4.9344 -4.1630 9.0546 0.57
C -3.0422 -2.0302 2.7824 -0.15
C -6.3002 -6.9251 3.3260 -1.59
Br -0.8380 -5.1693 -7.9702 0.55
```

Output
- Maximum force: 7.05 eV/A
- Gap between HOMO and LUMO: 8.4 eV
- HOMO level: -9.359 eV
- Total charge: 0

2.
Molecular formula: C24H26BrN6O4S3Ti
Method: DFT, ωB97M-V with the def2-TZVPD basis set

```
65
Properties=species:S:1:pos:R:3:lowdin_charge:R:1
H -0.7244 0.5921 4.6208 0.04
C 2.7030 -2.4519 2.2261 -0.04
C 1.8051 2.8904 1.7348 -1.07
H -2.1839 -2.3338 2.7126 0.04
C 0.2394 -1.6002 -1.7644 -0.58
C 1.4860 -5.9230 -1.0419 -0.08
Ti 0.3253 0.9767 0.6758 0.56
C -3.6834 4.7154 -2.5446 -0.09
H 2.5904 -3.5334 2.1446 0.08
C 1.7238 5.2490 1.1423 -0.27
H -2.7629 -1.7651 4.3054 0.06
C 2.7062 -0.9269 0.3037 -0.56
H 1.5956 -6.6583 -4.3374 0.11
C 0.1989 -0.2068 -2.0951 -0.17
N -0.1805 2.0270 -1.7317 0.02
H -3.7974 5.5709 -3.1969 0.10
H -5.7723 4.2207 -2.5355 0.10
C 1.4932 -6.0748 -3.4316 -0.08
C -2.4333 4.3744 -2.0575 -0.04
C 1.2604 -4.7150 -3.5136 -0.04
H 3.0599 0.4476 -1.0916 0.04
O -3.3173 1.4654 -0.0042 0.05
C 1.5956 -6.6912 -2.1922 -0.08
C -4.6365 2.8866 -1.3169 -0.01
Br -0.7909 -2.1133 -0.2356 0.92
N 3.2841 -1.9105 1.0089 0.06
H -0.2386 3.8904 -0.8096 0.14
H 4.1992 -2.2301 0.7469 0.15
H -2.4597 0.8373 5.0471 0.06
C -1.6913 0.9586 4.2836 -0.23
O -0.7160 2.3951 0.4869 -0.29
H 4.3325 -0.6616 -0.8970 0.12
C -3.3808 2.5392 -0.8284 -0.26
C 1.2429 4.5487 3.4249 -0.26
C -4.7864 3.9628 -2.1708 -0.09
N 1.7276 6.0810 0.3437 0.14
O 1.5748 -0.5064 0.6313 -0.25
H 1.2946 -2.0792 -3.4454 0.12
N 3.3521 -0.4661 -0.7865 0.20
O -1.0221 0.1162 1.8719 -0.72
H 3.3295 -2.2158 3.0857 0.09
C 1.6559 4.2099 2.1091 -0.38
H -1.5944 2.0051 3.9993 0.06
C -0.8260 2.9652 -0.7701 -0.35
H -1.0102 -1.7183 3.9087 0.06
S -2.1971 0.0336 2.8155 0.95
H 0.4880 0.0672 -3.1084 0.14
N -0.1303 0.7384 -1.2610 -0.11
H 1.7670 -7.7573 -2.1237 0.10
H 1.2059 -3.9782 -0.2144 0.06
N 0.9000 4.8136 4.4933 0.14
H 1.7295 -1.9924 2.3692 0.08
H 1.1802 -4.2423 -4.4859 0.11
H -5.4864 2.2928 -1.0043 0.12
C -2.2545 3.2888 -1.2061 -0.09
H -2.4377 1.4824 0.3992 0.04
H 1.5886 -6.3914 -0.0708 0.10
H -1.5651 4.9634 -2.3335 0.12
C 1.2491 -4.5616 -1.1220 -0.07
S 2.2512 2.4501 0.1129 0.67
C 0.8816 -2.5027 -2.5321 -0.08
C 1.1050 -3.9305 -2.3631 -0.23
S 1.4438 1.5706 2.7967 0.64
C -2.0226 -1.6225 3.5202 -0.22
H -0.4642 2.1335 -2.6972 0.14
```

Output
- 2S+1: 2
- Maximum force: 3.66 eV/A
- Gap between HOMO and LUMO (spin up / spin down): 6.3 / 6.4 eV
- HOMO level (spin up / spin down): -7.035 / -7.243 eV
- Total charge: 0
- ΔE to the lowest compared entry with this formula, charge and spin: 157.9 kJ/mol

3.
Molecular formula: C24H26BrN6O4S3Ti
Method: DFT, ωB97M-V with the def2-TZVPD basis set

```
65
Properties=species:S:1:pos:R:3:lowdin_charge:R:1
C -3.5264 3.7653 2.3256 -0.07
C 3.6700 -0.0904 -6.5016 -0.08
H 0.6556 4.8224 2.0345 0.06
H 3.4294 1.7321 -5.4002 0.12
S -0.0189 2.7340 2.8575 0.87
C 3.1736 -1.3646 -6.7428 -0.08
H -2.8237 4.5999 2.2807 0.08
H 4.5445 0.2610 -7.0330 0.11
H 3.5178 -3.3697 4.3448 0.10
C -3.2587 -0.2192 1.4312 -1.07
S -2.1932 0.1448 2.7328 0.64
C 1.1062 -0.4298 -2.0462 -0.15
C 2.9905 -3.6614 3.4464 -0.09
C 1.9247 0.2926 -4.8799 -0.23
C 0.9667 4.2223 2.8869 -0.23
H 1.6368 -2.7859 -6.2730 0.11
C -5.4447 -0.1177 0.3336 -0.28
H 0.7647 4.7599 3.8128 0.06
C 1.2831 1.1968 -3.9075 -0.08
H -3.1525 1.3201 -1.2987 0.04
C -5.2056 0.6684 2.6119 -0.26
C 3.1389 -4.9420 2.9300 -0.09
H 1.8160 1.8078 4.0565 0.07
H -0.4848 -2.6116 0.9274 0.13
H -4.6296 2.0752 -1.0466 0.09
C 1.4181 -0.9791 -5.1470 -0.05
H -4.4168 4.0737 2.8668 0.09
H 2.5654 -6.3131 1.3661 0.12
Ti -0.5707 0.4348 0.7525 0.58
H 3.6595 -2.0079 -7.4643 0.10
O 0.5142 2.0231 1.6180 -0.64
O -1.9449 2.3607 0.5672 -0.22
C 3.0439 0.7366 -5.5844 -0.04
H 0.3018 0.8687 4.2270 0.04
H -3.0718 2.9315 2.8580 0.04
H 2.0201 3.9596 2.8031 0.07
S -2.5151 -0.8014 -0.0455 0.63
H 0.5004 2.3852 5.1463 0.07
H 1.9982 -1.7643 3.1930 0.11
C 0.5151 -2.1586 0.9850 -0.42
C -3.1224 2.5984 0.2188 -0.61
H 0.5128 -1.3102 -4.6536 0.12
H 1.7402 -1.1331 -2.5809 0.14
C 1.4618 -3.1253 1.6582 -0.11
Br -0.0405 2.1103 -1.6047 0.98
O 0.4376 -0.9341 1.5923 -0.32
C 2.4621 -5.3201 1.7829 -0.02
C 2.0428 -1.8036 -6.0708 -0.07
N -6.1493 -0.2015 -0.5753 0.15
H 3.7868 -5.6549 3.4238 0.10
H 1.1423 2.2249 -4.2219 0.11
C 0.7409 1.8659 4.2191 -0.22
C 0.8773 0.8555 -2.6828 -0.59
H 1.9897 -2.1138 -0.4763 0.15
H -4.8870 3.4545 0.7235 0.14
N 0.9832 -1.9838 -0.4197 0.01
N 0.6280 -0.7384 -0.9052 -0.05
C 2.1510 -2.7633 2.8071 -0.02
O 0.9817 -4.8425 0.0202 0.06
C -4.6149 0.0294 1.4820 -0.39
C 1.6257 -4.4135 1.1440 -0.27
N -5.6697 1.2328 3.5030 0.16
N -3.6256 2.1514 -0.9655 0.18
H 0.5720 -4.0934 -0.4346 0.08
N -3.9245 3.3486 0.9918 0.05
```

Output
- 2S+1: 2
- Maximum force: 0.95 eV/A
- Gap between HOMO and LUMO (spin up / spin down): 6.9 / 6.9 eV
- HOMO level (spin up / spin down): -7.617 / -7.658 eV
- Total charge: 0
- ΔE to the lowest compared entry with this formula, charge and spin: 28.6 kJ/mol

4.
Molecular formula: C24H26Cl2F8N2O7P2S3
Method: DFT, ωB97M-V with the def2-TZVPD basis set

```
74
Properties=species:S:1:pos:R:3:lowdin_charge:R:1
C -4.5274 0.8768 -3.0005 -0.34
N 4.4063 -2.0839 -0.6984 0.04
C 8.1122 -0.5641 -1.1281 -0.14
S 7.1126 -0.4758 -5.4003 0.81
C 3.1299 -1.5518 -1.1834 -0.16
C 0.3872 -0.3636 -2.1636 -0.21
C 5.6697 -1.3256 -2.9318 -0.35
H 0.8610 -3.3858 4.3799 0.08
H -5.6958 3.9775 2.0705 0.12
O 6.6579 0.9545 -5.6355 -0.32
F -3.9187 2.1321 -3.1629 0.12
H 1.2446 -0.5836 -4.3301 0.12
C -7.8358 3.7167 3.5961 -0.25
O 2.5431 -4.5049 2.4460 -0.40
C 9.8952 -0.6887 0.8640 -0.61
O 0.4946 -4.0013 0.8470 -0.22
N -6.7298 2.7733 3.4383 -0.19
O 0.3547 -3.4613 3.5399 -0.22
H -8.8820 3.8845 1.6894 0.05
C 6.9645 -0.7617 -3.5879 -0.22
C -5.9627 2.9231 2.2046 -0.24
C -7.0882 1.4069 3.8064 -0.27
H -4.9970 2.4233 2.3367 0.10
H -5.1613 0.7893 4.6014 0.08
H 1.0670 -4.5607 0.2756 0.08
C 9.1644 -1.9281 1.5477 -0.11
H 6.7195 -1.2584 0.6052 0.09
C 0.7079 -0.6087 -0.6675 -0.04
H 8.2184 -1.5020 2.0621 0.08
C -6.5944 2.4071 0.9129 -0.08
C 6.8017 -1.1209 -0.5292 0.06
C 1.4607 -0.7391 -3.2210 0.00
O -1.4608 0.5503 -4.0537 -0.31
C 5.5762 -1.5298 -1.3968 -0.16
H 4.4943 -2.0383 0.3242 0.07
H 9.1071 0.0303 -3.2172 0.10
H -8.1686 3.6723 4.6402 0.11
H -7.0917 1.4432 1.0428 0.07
H -7.3138 3.1184 0.5051 0.06
C 8.1750 -0.3931 -2.6908 0.02
F -2.3249 -1.2604 -0.6026 0.05
F -5.9202 1.1312 -2.8170 0.09
H -6.2551 -0.5406 4.1991 0.07
C 2.0388 -1.2088 -0.1289 -0.37
Cl 10.3391 1.3000 -1.0577 0.57
H 9.8026 -2.3414 2.4167 0.09
H 8.8152 -2.7373 0.8259 0.09
H -7.8375 0.9861 3.1238 0.10
S 4.1401 -1.7903 -3.8980 0.93
H -7.5471 1.4230 4.8018 0.12
Cl 11.4499 0.0258 1.5532 0.55
C -9.0627 3.5296 2.7036 -0.09
H -9.3965 2.4911 2.6592 0.07
S -1.2645 0.3796 -2.5670 0.83
F -5.0032 -0.9751 -1.4580 0.09
C -5.9075 0.4462 3.8794 -0.09
F 6.0824 -1.4362 -6.3166 -0.24
C 2.7936 -1.3112 -2.7023 -0.37
H 3.5782 -1.5570 2.1320 -0.07
O -1.3099 1.6996 -1.8180 -0.31
F -4.4064 0.1433 -4.1950 0.12
O 8.5461 -0.5376 -5.8981 -0.31
H -0.0967 -0.3218 0.0954 0.11
H -5.4215 0.3153 2.9092 0.06
H -5.8199 2.2718 0.1518 0.05
C -2.6253 -0.7036 -1.8852 -0.32
F -2.8204 -1.8313 -2.7516 0.05
C 9.3927 -0.1079 -0.3257 -0.56
C -4.0444 0.0589 -1.7086 -0.22
P 2.1824 -1.4568 1.7384 0.82
H -9.8958 4.1183 3.0995 0.07
H -7.4598 4.7381 3.4687 0.11
F -4.0582 0.8964 -0.5664 0.09
P 1.4194 -3.4854 2.2019 0.43
```

Output
- SMILES: C/C(Cl)=C(/Cl)c1cc2c(c(S(=O)(=O)F)c1)Sc1cc(S(=O)(=O)C(F)(F)C(F)(F)C(F)(F)F)cc(PP(=O)(O)O)c1N2.CCN(CC)CC
- Maximum force: 7.86 eV/A
- Gap between HOMO and LUMO: 6.4 eV
- HOMO level: -8.083 eV
- Total charge: 0

5.
Molecular formula: C24H26GdN4S2Si
Method: DFT, ωB97M-V with the def2-TZVPD basis set

```
58
Properties=species:S:1:pos:R:3:lowdin_charge:R:1
C 0.1508 2.8892 -2.8351 -0.32
H 0.6004 4.1628 -4.5080 0.09
C -1.1144 1.6550 -4.7056 -0.29
H -2.3883 -2.0805 -3.2099 0.12
H -1.2320 -1.8237 1.0001 0.11
C 5.6969 -0.8133 1.8365 -0.09
H 1.1325 -1.3719 2.2171 0.12
H 2.0931 -0.9892 0.1467 -0.06
C 6.0608 -2.0819 2.3032 -0.09
H 6.2288 -4.1966 1.8060 0.11
C 0.4564 -0.6128 1.8361 -0.20
H 1.2815 -0.2839 -2.2357 -0.04
C 5.8696 -3.2135 1.5007 -0.07
H -2.4980 0.5962 0.8044 0.11
S 1.9229 4.7607 -2.4191 1.09
H 5.9342 0.0741 2.4258 0.10
C 5.2177 -3.0858 0.2703 -0.12
H 2.6945 -3.1125 0.3167 -0.01
H 1.5970 1.2567 2.3305 0.11
H 2.2586 -4.7637 -0.6328 0.08
H 3.0633 -2.0654 -3.9038 0.10
N -1.8419 -1.4359 -2.6539 0.15
C 0.7850 3.9394 -3.4631 -0.30
H 4.7268 0.2888 0.2315 0.09
H 1.2391 -5.9473 -4.6405 0.11
C 2.6679 -3.0135 -3.5216 -0.09
C -1.5587 -0.2478 -3.2387 -0.65
H 5.0074 -3.9502 -0.3668 0.11
C 1.5890 3.5389 -1.2050 -0.65
N 0.6117 2.6819 -1.5166 -0.09
H 3.1030 4.0776 0.0120 0.12
H -0.9461 2.3898 -5.4824 0.08
C 0.6786 0.7890 1.9661 -0.22
H 2.4590 0.9229 -1.3037 -0.02
S -1.8616 0.0696 -4.9338 1.08
C 1.6646 -5.2041 -3.9575 -0.09
Si 2.9388 -2.0556 -0.7018 0.59
C 1.6670 -5.4568 -2.5779 -0.09
H -1.7731 -1.5813 -1.6435 0.11
H 1.2660 -6.3897 -2.1803 0.10
H 2.1011 2.8116 0.6980 0.10
H 2.9413 -0.1190 -2.6983 0.01
C 2.2645 -4.0259 -4.4171 -0.09
C 5.0136 -0.6858 0.6213 -0.11
C -0.6989 1.8654 -3.4037 -0.31
Gd 0.3530 0.5812 -0.5413 1.58
C 2.5939 -3.2354 -2.1358 -0.28
N -0.9624 0.7485 -2.5841 -0.08
C -0.8243 -0.8423 1.2553 -0.20
C 4.6484 -1.8453 -0.0733 -0.32
H 6.5193 -2.1970 3.2820 0.10
H 2.3430 -3.8720 -5.4920 0.10
C 2.2125 -4.5212 -1.6995 -0.13
N 2.3256 3.4365 -0.0795 0.15
C -1.4719 0.4302 1.1440 -0.24
C -0.5451 1.4373 1.5949 -0.25
H -0.7348 2.5095 1.6405 0.11
C 2.2971 -0.0573 -1.8223 -0.33
```

Output
- 2S+1: 8
- Maximum force: 5.01 eV/A
- Gap between HOMO and LUMO (spin up / spin down): 5.4 / 3.4 eV
- HOMO level (spin up / spin down): -8.717 / -9.360 eV
- Total charge: +1
- ΔE to the lowest compared entry with this formula, charge and spin: 329.1 kJ/mol

6.
Molecular formula: C24H26IrN2O4S
Method: DFT, ωB97M-V with the def2-TZVPD basis set

```
58
Properties=species:S:1:pos:R:3:lowdin_charge:R:1
H -2.6194 -1.8928 3.0893 0.10
H -3.8738 0.1963 -3.9971 0.14
C -0.0699 0.9107 1.5487 -0.26
H 3.1784 1.6117 1.8768 0.09
C -0.7711 -1.3936 2.1161 -0.19
O 3.7678 0.5861 -2.5581 -0.21
C -2.5257 0.3159 1.5949 0.01
O 2.2661 -1.0136 -1.4302 -0.38
C 2.2357 1.6216 2.4152 0.01
C 0.7736 3.4693 -2.7934 0.03
O 3.0487 0.8051 -0.2211 -0.45
C -1.0151 -2.1161 -0.8493 -0.06
N -0.5712 -0.8785 -0.9990 -0.02
C 1.2614 0.5945 1.9262 -0.29
C -2.9616 0.4869 -3.4926 0.03
H 1.3946 -3.4395 3.0015 0.13
Ir 1.1798 0.0197 -0.2656 1.60
O 4.6720 -0.9483 -0.8293 -0.19
C -1.8182 -2.3870 2.5454 -0.01
C 1.6198 -0.7977 1.8556 -0.28
H -0.8311 3.9398 -4.1248 0.14
H -2.4739 -3.6039 -1.3468 0.13
C -2.3660 -0.4414 -2.5714 -0.11
H 1.7461 -3.4398 1.2896 0.11
C -2.8518 -1.7440 -2.3419 0.06
H 3.7478 -0.4186 1.9330 0.08
C 1.2772 2.5462 -1.8750 -0.04
C -1.0998 -0.0905 1.7627 -0.14
H 2.2332 2.6775 -1.3874 0.13
H 2.4518 1.3720 3.4581 0.13
C -2.3859 1.6822 -3.7492 0.03
C -1.1529 2.0564 -3.1144 -0.11
H -2.6607 0.8857 0.6745 0.09
H -0.8795 2.7563 2.3166 0.12
H 3.1467 -1.5524 3.1457 0.12
H -3.2032 -0.5311 1.5833 0.09
H -1.2834 2.4498 0.6345 0.08
H 3.3494 -2.0532 1.4688 0.09
H -2.8250 0.9826 2.4106 0.13
H 0.1254 -3.8863 1.8688 0.09
C -0.5968 1.1868 -2.1825 -0.13
H -2.8293 2.3662 -4.4609 0.14
C -0.4339 3.2348 -3.4051 0.07
C 3.0457 -1.2261 2.1074 -0.01
H 0.3344 2.9786 1.0601 0.08
C 0.9667 -3.2157 2.0169 0.00
S 3.6498 -0.1154 -1.3327 0.46
C 0.5744 -1.7779 1.9767 -0.15
H -1.3958 -3.1315 3.2160 0.10
C -0.4942 2.3516 1.3781 -0.02
C -2.1589 -2.5822 -1.5051 0.02
N 0.5930 1.4478 -1.5750 -0.03
H 1.3557 4.3519 -3.0161 0.14
H -3.7445 -2.0838 -2.8520 0.14
H -2.2690 -2.9157 1.7003 0.10
H 1.8260 2.6254 2.3947 0.09
C -1.2097 -0.0653 -1.8898 -0.13
H -0.4497 -2.7679 -0.2001 0.12
```

Output
- 2S+1: 2
- Maximum force: 0.13 eV/A
- Gap between HOMO and LUMO (spin up / spin down): 7.4 / 6.2 eV
- HOMO level (spin up / spin down): -15.574 / -15.592 eV
- Total charge: +2
- ΔE to the lowest compared entry with this formula, charge and spin: 27.5 kJ/mol

no.,total energy (a.u.)
1,-78300.5721
2,-6177.7401
3,-6177.7893
4,-5162.4941
5,-3000.1571
6,-1842.5986